(1)
The following is a DFT calculation (wB97M-V/def2-TZVPD) of C19H18AsF6N5SZn as an isolated structure.

For the HOMO energy (alpha / beta), the calculation gives -11.86 / -12.41 eV. The value obtained for the energy relative to the best compared isomer or geometry (same formula, charge and spin) is 0.00 kcal/mol. Its expectation value of S² is 0.777. Its spin multiplicity is 2. The total energy comes out at -163838.82626 eV. Its charge is +1.

```
51
Properties=species:S:1:pos:R:3:forces:R:3
Zn -0.286 1.620 1.441 -0.4 -0.6 0.1
S -1.730 0.795 3.095 -0.4 -1.0 -0.7
C -2.055 -0.641 2.197 0.5 0.6 0.5
N -3.042 -1.452 2.606 0.1 -0.2 -0.9
N -3.486 -2.412 1.808 -0.1 1.1 1.0
C -3.472 -2.404 0.381 0.2 -0.3 0.8
C -3.611 -1.211 -0.295 0.1 0.3 0.5
C -3.334 -1.178 -1.644 -0.7 1.7 0.7
C -2.989 -2.312 -2.295 0.1 -1.0 -1.1
C -2.996 -3.526 -1.631 0.6 -1.1 0.0
C -3.201 -3.600 -0.254 -0.4 -0.1 -0.7
N -1.208 -1.138 1.157 0.6 0.1 -0.3
N -0.289 -0.405 0.731 -0.5 -0.6 0.5
C 0.559 -0.971 -0.270 -0.1 0.6 0.2
C 0.173 -2.083 -1.015 0.7 0.3 -0.2
C 1.009 -2.536 -2.025 0.1 1.6 0.6
C 2.180 -1.806 -2.341 -1.5 -1.5 0.1
C 2.549 -0.720 -1.586 0.4 0.2 0.1
C 1.752 -0.301 -0.537 0.2 0.2 0.3
H -4.116 -3.026 2.325 0.2 0.0 -0.4
H -3.858 -0.315 0.265 0.0 0.0 -0.2
H -3.432 -0.219 -2.128 0.2 0.0 -0.3
H -2.748 -2.275 -3.354 -0.1 -0.1 0.1
H -2.723 -4.413 -2.214 -0.3 0.2 0.4
H -3.198 -4.525 0.322 0.2 0.1 -0.3
H -0.788 -2.504 -0.833 -0.4 -0.4 0.1
H 0.680 -3.352 -2.617 0.0 -0.6 -0.5
H 2.704 -2.198 -3.189 0.7 0.3 -0.2
H 3.474 -0.199 -1.788 0.0 0.1 0.0
H 2.116 0.524 0.083 -0.5 -0.3 -0.3
F 0.130 2.020 -0.620 -0.7 0.5 0.0
As -1.416 2.990 -0.959 0.2 -0.6 -0.5
F -0.370 4.314 -1.315 -0.6 -0.3 0.4
F -1.303 3.379 0.797 -0.2 0.2 -0.3
F -2.908 3.796 -1.104 0.5 0.0 0.2
F -2.235 1.497 -0.377 0.5 0.8 -0.4
F -1.385 2.478 -2.585 -0.1 -0.2 0.4
N 1.129 2.923 1.968 1.2 0.5 1.7
C 2.455 2.401 1.653 -0.8 -0.2 0.3
C 2.921 1.353 2.428 -0.2 -0.5 0.3
C 4.071 0.698 2.033 0.7 -0.1 -0.2
C 4.754 1.123 0.881 -0.6 -0.1 -0.2
C 4.261 2.192 0.122 0.3 0.0 1.2
C 3.103 2.855 0.534 0.5 0.3 -0.6
H 1.132 3.237 2.969 -0.2 -0.4 -1.1
H 1.005 3.756 1.420 -0.4 0.5 -0.3
H 2.345 0.995 3.298 0.3 0.3 -0.4
H 4.456 -0.134 2.627 -0.1 0.3 -0.3
H 5.621 0.581 0.517 0.0 0.1 0.3
H 4.867 2.595 -0.669 -0.1 -0.1 -0.5
H 2.736 3.734 -0.010 0.1 -0.5 0.1
```
Forces are in eV/Å.

=====

(2)
The following is a DFT calculation (wB97M-V/def2-TZVPD) of one molecule with the formula C3H4ClFS.

Its SMILES is F[C@@H](C=S)CCl. For the HOMO energy, the calculation gives -9.20 eV. The value obtained for the energy relative to the best compared isomer or geometry (same formula, charge and spin) is 14.02 kcal/mol. Its spin multiplicity is 1. The total energy comes out at -29249.98939 eV.

```
10
Properties=species:S:1:pos:R:3:forces:R:3
C -0.742 -0.827 1.069 -0.4 0.7 0.6
C -0.712 -0.292 -0.370 0.6 -0.8 -0.8
C -0.308 1.138 -0.496 0.3 -0.1 0.6
H -1.324 -1.744 1.144 0.1 0.0 -0.2
H -1.200 -0.093 1.800 0.7 -0.7 -0.9
H -0.054 -0.916 -1.042 -0.6 0.5 1.0
H -0.976 1.823 0.073 0.6 -0.1 -0.6
F -1.974 -0.311 -0.956 -0.6 -0.4 0.4
S 0.990 1.494 -1.357 -0.1 0.7 0.1
Cl 0.945 -1.194 1.595 -0.6 0.2 -0.1
```
Forces are in eV/Å.

=====

(3)
The following is a DFT calculation (wB97M-V/def2-TZVPD) of C40H43Cl5MgNO4PSSi2 as an isolated structure.

For the HOMO energy, the calculation gives -2.78 eV. The value obtained for the energy relative to the best compared isomer or geometry (same formula, charge and spin) is 26.77 kcal/mol. Its spin multiplicity is 1. The total energy comes out at -155801.01379 eV. Its charge is -2.

```
98
Properties=species:S:1:pos:R:3:forces:R:3
Mg 2.083 0.574 -0.491 -0.1 0.4 -0.4
C -0.697 4.803 5.328 0.0 0.0 0.0
C -0.031 4.633 3.987 0.0 0.0 0.0
C -0.436 3.625 3.120 0.0 0.0 0.0
C 0.176 3.450 1.886 0.0 0.0 0.0
C 1.202 4.297 1.496 0.0 -0.1 0.0
C 1.616 5.307 2.352 0.0 0.0 0.0
C 1.007 5.470 3.587 0.0 0.0 0.0
S 1.999 4.155 -0.114 0.0 0.1 0.0
O 3.411 4.132 0.201 0.0 0.0 0.0
O 1.515 5.334 -0.816 0.0 0.0 0.0
N 1.541 2.815 -0.765 0.1 -0.3 0.1
C 0.294 2.862 -1.517 -0.1 0.1 0.0
C -0.561 1.632 -1.240 0.0 -0.1 -0.1
O -1.783 1.688 -1.403 0.0 0.0 -0.1
O 0.075 0.574 -0.901 0.5 -0.2 0.4
H -0.531 3.932 5.967 0.0 0.0 0.0
H -1.777 4.925 5.220 0.0 0.0 0.0
H -0.310 5.679 5.851 0.0 0.0 0.0
H -1.246 2.965 3.404 0.0 0.0 0.0
H -0.144 2.649 1.230 0.0 0.0 0.0
H 2.427 5.955 2.047 0.0 0.0 0.0
H 1.345 6.258 4.252 0.0 0.0 0.0
H 0.500 2.847 -2.598 0.0 0.0 0.0
H -0.308 3.755 -1.337 0.0 0.0 0.1
C -5.253 -5.074 -0.063 0.0 0.0 0.0
C -5.027 -4.135 0.932 0.0 0.0 0.0
C -4.377 -2.943 0.641 -0.1 0.0 0.0
C -3.940 -2.661 -0.654 -0.1 0.0 0.1
C -4.167 -3.622 -1.644 0.0 0.0 0.0
C -4.818 -4.810 -1.355 0.0 0.0 0.0
P -2.896 -1.195 -1.044 0.1 0.3 -0.2
C -3.802 -0.559 -2.511 -0.2 0.0 0.0
C -5.180 -0.678 -2.696 0.0 -0.1 0.0
C -5.790 -0.193 -3.844 0.0 0.0 0.0
C -5.024 0.415 -4.830 0.0 0.0 0.0
C -3.652 0.531 -4.662 0.0 0.0 0.0
C -3.046 0.047 -3.510 0.0 0.0 -0.1
C -3.408 -0.060 0.308 0.0 -0.1 0.0
C -4.530 0.762 0.294 0.0 0.0 0.0
C -4.842 1.553 1.390 0.0 0.0 0.0
C -4.040 1.530 2.523 0.0 0.0 0.0
C -2.911 0.725 2.543 0.0 0.0 0.0
C -2.592 -0.050 1.437 0.0 0.0 0.0
H -5.759 -6.004 0.166 0.0 0.0 0.0
H -5.358 -4.327 1.946 0.0 0.0 0.0
H -4.215 -2.219 1.429 0.0 0.0 0.0
H -3.830 -3.432 -2.657 0.0 0.0 0.0
H -4.982 -5.536 -2.143 0.0 0.0 0.0
H -5.780 -1.173 -1.942 0.0 0.0 0.0
H -6.862 -0.291 -3.969 0.0 0.0 0.0
H -5.497 0.797 -5.727 0.0 0.0 0.0
H -3.047 1.007 -5.423 0.0 0.0 0.0
H -1.980 0.156 -3.370 0.0 0.0 0.0
H -5.149 0.817 -0.591 0.0 0.0 0.0
H -5.709 2.202 1.353 0.0 0.0 0.0
H -4.282 2.153 3.375 0.0 0.0 0.0
H -2.258 0.717 3.407 0.0 0.0 0.0
H -1.685 -0.641 1.441 0.0 0.0 0.0
Cl 3.271 1.343 1.890 0.0 0.0 0.1
C 4.548 1.591 0.682 0.0 0.0 0.2
C 4.244 1.226 -0.609 -0.1 0.1 0.1
C 5.257 1.444 -1.517 0.0 -0.1 0.1
Cl 4.977 0.988 -3.188 0.0 0.0 -0.1
C 6.494 1.984 -1.176 0.0 0.0 0.0
Cl 7.736 2.226 -2.362 0.0 0.0 0.0
C 6.739 2.332 0.152 0.0 0.0 0.0
Cl 8.268 3.000 0.612 0.0 0.0 0.0
C 5.747 2.137 1.111 0.0 -0.1 -0.3
Cl 6.029 2.565 2.758 0.0 0.0 0.1
C 3.989 -4.227 0.504 0.1 0.1 0.1
Si 3.746 -2.337 0.639 -0.1 -0.1 0.0
C 3.080 -2.162 2.417 0.0 0.0 0.0
C 5.529 -1.696 0.581 -0.1 0.0 0.0
C 2.652 -1.597 -0.633 -0.1 -0.1 -0.1
Si 1.315 -2.655 -1.313 0.0 0.0 0.1
C 0.006 -3.023 -0.002 0.1 0.0 0.0
C 1.775 -4.402 -1.944 0.0 0.1 -0.1
C 0.620 -1.864 -2.879 0.0 -0.1 0.1
H 4.717 -4.520 1.270 0.0 -0.1 0.0
H 4.373 -4.538 -0.470 0.0 0.0 0.0
H 3.067 -4.780 0.696 0.0 0.0 0.0
H 3.691 -1.488 3.020 0.0 0.0 0.0
H 3.057 -3.135 2.915 0.0 0.0 0.0
H 2.065 -1.760 2.413 0.0 0.0 0.0
H 6.203 -2.461 0.978 0.0 0.0 0.0
H 5.682 -0.783 1.155 0.0 0.0 0.0
H 5.826 -1.486 -0.450 0.0 0.0 0.0
H 3.303 -1.352 -1.492 0.1 0.0 0.0
H -0.874 -3.518 -0.419 0.0 0.0 0.0
H -0.317 -2.109 0.497 0.0 0.1 0.0
H 0.443 -3.686 0.753 0.0 0.0 0.0
H 1.940 -5.133 -1.152 0.0 0.0 0.0
H 2.672 -4.379 -2.570 0.0 0.0 0.0
H 0.946 -4.759 -2.566 0.0 0.0 0.0
H 0.232 -0.871 -2.660 0.0 0.0 0.0
H -0.170 -2.464 -3.340 0.0 0.0 0.0
H 1.441 -1.775 -3.598 0.0 0.0 0.0
```
Forces are in eV/Å.

=====

(4)
The following is a DFT calculation (wB97M-V/def2-TZVPD) of one molecule with the formula C3H3NO.

Its SMILES is CC(=O)C#N. For the HOMO energy, the calculation gives -11.25 eV. The value obtained for the energy relative to the best compared isomer or geometry (same formula, charge and spin) is 13.75 kcal/mol. Its spin multiplicity is 1. The total energy comes out at -6695.89588 eV.

```
8
Properties=species:S:1:pos:R:3:forces:R:3
C 0.165 0.847 0.437 0.0 0.0 0.0
C 0.220 -0.203 -0.623 -0.2 0.3 -0.4
O 0.474 0.052 -1.774 0.3 -0.6 0.6
C -0.376 -1.478 -0.188 0.2 -1.5 0.4
N -0.697 -2.484 0.283 0.1 0.9 -0.5
H 1.006 1.541 0.319 -0.7 0.1 -0.1
H -0.818 1.173 0.064 0.2 1.2 0.6
H 0.027 0.553 1.483 0.2 -0.3 -0.4
```
Forces are in eV/Å.

=====

(5)
The following is a DFT calculation (wB97M-V/def2-TZVPD) of C22H21IN8O4S2Ti as an isolated structure.

For the HOMO energy, the calculation gives -13.74 eV. The value obtained for the energy relative to the best compared isomer or geometry (same formula, charge and spin) is 5.20 kcal/mol. Its spin multiplicity is 1. The total energy comes out at -96138.09760 eV. Its charge is +2.

```
59
Properties=species:S:1:pos:R:3:forces:R:3
Ti -0.158 -1.367 -0.399 1.4 -0.9 0.3
C 3.335 -2.252 2.323 0.0 0.0 0.0
C 2.740 -0.880 2.403 0.1 -0.1 0.0
N 3.393 0.067 3.045 0.0 0.1 0.0
C 2.876 1.301 3.141 0.1 -0.1 0.0
C 1.649 1.664 2.631 0.0 0.1 0.0
C 1.116 3.067 2.807 0.0 0.0 0.0
O -0.149 3.090 3.456 0.0 0.0 0.0
C 0.939 0.675 1.923 -0.1 0.0 0.0
C -0.442 0.875 1.549 -0.1 0.1 0.1
N -1.116 0.117 0.748 -0.1 0.0 -0.2
C -2.538 0.318 0.685 0.1 0.0 0.0
C -3.108 1.583 0.626 0.0 0.1 0.0
C -4.487 1.720 0.607 0.0 0.0 0.0
C -5.306 0.601 0.643 0.0 0.0 0.0
C -4.749 -0.670 0.704 0.0 0.0 0.0
C -3.374 -0.790 0.722 0.0 0.0 0.0
I -2.484 -2.678 0.868 0.0 0.0 -0.1
C 1.511 -0.589 1.787 -0.1 0.0 -0.1
O 0.875 -1.541 1.073 -0.2 0.1 0.1
H 4.200 -2.305 2.978 0.0 0.0 0.0
H 2.610 -3.010 2.625 0.0 0.0 0.0
H 3.655 -2.468 1.302 0.0 0.0 0.0
H 3.478 2.026 3.677 0.0 0.0 0.0
H 1.851 3.669 3.342 0.0 0.0 0.0
H 0.967 3.534 1.831 0.0 0.0 0.0
H -0.024 3.074 4.411 0.0 0.0 0.0
H -0.966 1.668 2.080 0.0 0.0 0.0
H -2.471 2.458 0.585 0.0 0.0 0.0
H -4.923 2.708 0.560 0.0 0.0 0.0
H -6.382 0.711 0.625 0.0 0.0 0.0
H -5.383 -1.545 0.740 0.0 0.0 0.0
S 2.488 -1.861 -1.424 -0.2 0.2 0.0
C 2.079 -0.237 -1.550 -0.1 0.2 0.0
N 0.804 0.130 -1.336 -0.3 0.2 0.0
C 0.579 1.496 -1.601 0.1 -0.2 0.1
C -0.639 2.161 -1.615 -0.1 0.0 0.0
C -0.645 3.515 -1.903 0.0 0.0 0.0
C 0.539 4.198 -2.184 0.0 0.0 0.0
C 1.752 3.530 -2.210 0.0 0.0 0.0
C 1.754 2.173 -1.922 0.1 0.0 0.0
S 3.111 1.068 -1.967 0.1 0.0 0.1
H -1.564 1.627 -1.452 0.0 0.0 0.0
H -1.586 4.049 -1.932 0.0 0.0 0.0
H 0.508 5.255 -2.410 0.0 0.0 0.0
H 2.667 4.048 -2.462 0.0 0.0 0.0
N 0.789 -4.168 -0.392 -0.2 -0.1 0.0
N 0.794 -4.520 -1.748 0.0 -0.1 0.0
C 0.157 -3.741 -2.623 0.0 0.1 0.0
N 0.175 -3.988 -3.914 0.0 -0.1 0.0
N -0.503 -2.711 -2.040 -0.2 0.4 0.1
N -1.226 -1.816 -2.730 -0.3 0.2 0.2
O -1.431 -1.801 -3.903 0.0 -0.2 -0.1
O -1.659 -0.940 -1.920 0.0 0.0 -0.3
H 1.725 -3.908 -0.096 0.0 0.0 0.0
H 0.461 -4.960 0.153 0.0 0.0 0.0
H 1.391 -5.267 -2.078 0.0 0.0 0.0
H 0.668 -4.784 -4.290 0.0 0.0 0.0
H -0.323 -3.380 -4.548 0.0 0.0 0.0
```
Forces are in eV/Å.

=====

(6)
The following is a DFT calculation (wB97M-V/def2-TZVPD) of C20H28NO2SZr as an isolated structure.

For the HOMO energy, the calculation gives -10.77 eV. The value obtained for the energy relative to the best compared isomer or geometry (same formula, charge and spin) is 21.29 kcal/mol. Its spin multiplicity is 1. The total energy comes out at -38887.91321 eV. Its charge is +1.

```
53
Properties=species:S:1:pos:R:3:forces:R:3
O -2.084 3.194 -1.732 1.4 -0.7 0.7
C -2.615 4.439 -1.243 0.6 0.2 -0.7
C -3.601 4.493 -2.413 0.1 -0.6 -0.7
H -1.805 5.204 -1.301 -0.7 -0.3 0.3
H -3.026 4.382 -0.231 0.1 -0.1 -0.1
C -2.897 3.124 -2.914 -1.2 1.4 0.5
H -3.394 5.343 -3.090 -0.6 -0.5 0.3
H -4.657 4.395 -2.141 0.3 0.2 -0.2
C -2.099 3.374 -4.179 0.6 0.6 -1.0
H -1.741 4.429 -4.273 -0.4 -0.6 0.4
H -2.691 3.237 -5.099 0.0 -0.2 0.4
H -1.164 2.795 -4.292 -0.6 -0.3 0.2
C -3.704 1.822 -2.849 -0.3 -0.4 -0.5
H -4.317 1.762 -1.935 0.4 0.2 -0.2
H -3.014 0.949 -2.850 -0.3 0.6 0.0
H -4.412 1.657 -3.694 0.6 0.4 0.4
Zr 0.757 1.424 -0.811 -3.0 -1.4 4.0
C -0.443 -0.369 0.683 0.1 0.8 0.2
C -0.403 0.250 1.971 -0.8 -0.5 -0.6
C -1.401 1.261 2.016 -0.1 -0.4 -0.5
H 0.232 -0.093 2.797 -0.3 0.3 -0.4
C -2.042 1.323 0.753 1.1 -0.4 0.2
C -1.402 0.376 -0.116 0.2 0.0 0.0
H -1.713 0.136 -1.132 -0.4 -0.2 0.4
H 0.012 -1.327 0.429 -0.3 0.5 0.2
H -1.708 1.815 2.902 0.3 -0.1 -0.3
H -2.938 1.874 0.495 0.3 0.2 0.0
C 1.693 -0.827 -1.257 0.8 0.1 -0.8
C 0.601 -0.642 -2.146 0.5 0.1 -0.7
C 0.885 0.480 -2.979 0.6 -0.4 -0.9
H -0.268 -1.295 -2.255 0.3 0.4 0.3
C 2.175 1.011 -2.604 0.2 -1.3 -0.4
C 2.660 0.195 -1.513 0.2 -0.8 -1.3
H 3.679 0.223 -1.112 -0.7 0.2 0.1
H 1.836 -1.681 -0.591 -0.2 0.6 -0.1
H 0.268 0.789 -3.846 0.5 0.0 0.8
H 2.785 1.733 -3.153 -0.5 -0.1 0.4
O 1.045 3.414 -1.213 1.1 3.3 -0.6
C 1.016 4.116 -2.553 0.4 -0.5 0.5
C 0.990 5.603 -2.215 -0.3 0.0 -0.3
H 0.160 3.733 -3.111 0.1 0.2 0.4
H 1.938 3.811 -3.075 -0.2 0.2 0.3
C 1.734 5.738 -0.868 0.1 -0.3 0.5
H -0.065 5.930 -2.156 0.7 0.0 0.0
H 1.504 6.171 -3.007 -0.4 -0.2 0.3
C 2.032 4.301 -0.404 -0.3 0.0 -0.6
H 1.154 6.280 -0.102 0.1 -0.3 -0.5
H 2.695 6.263 -0.967 -0.4 -0.1 -0.1
H 1.898 4.103 0.663 -0.2 0.0 -0.5
H 3.031 3.972 -0.731 -0.4 0.0 0.2
S 3.004 1.469 3.406 -0.2 0.1 -0.4
C 2.377 1.630 1.968 0.0 0.1 -0.9
N 1.907 1.753 0.864 0.9 0.0 1.2
```
Forces are in eV/Å.